1.
DFT (ωB97M-V/def2-TZVPD) results for an isolated molecule of C4H9N at a distorted geometry.

Relative energy (zero: lowest compared OMol25 entry of this formula, charge and spin): 52.7 kcal per mole
Gap between HOMO and LUMO: 0.3882 Ha
SMILES: NC1CCC1

The geometry in XYZ format:
```
14
Properties=species:S:1:pos:R:3:forces:R:3
N 1.941413 -0.157209 0.080556 1.3 3.7 0.9
C 0.509249 -0.031801 -0.309682 1.5 1.5 -3.1
C -0.529250 -1.029968 0.146656 1.1 -1.1 0.3
C -1.603182 -0.020389 -0.072838 0.3 1.8 0.6
C -0.429662 1.054251 0.111828 -2.5 1.4 3.0
H 2.069072 0.518737 1.092616 -0.2 -2.4 -4.1
H 2.603676 0.293152 -0.763695 -2.3 -1.2 3.3
H 0.451009 0.231135 -1.450728 0.4 -1.6 1.5
H -0.561748 -1.940053 -0.408308 -0.1 -0.9 -0.1
H -0.338083 -1.200556 1.225713 -0.3 -0.1 -0.5
H -2.393231 0.063380 0.639860 -0.5 -0.1 0.7
H -2.094891 0.007823 -1.038547 0.5 -0.1 -0.4
H -0.336851 1.281562 1.257057 -0.2 -0.4 -1.8
H -0.671770 2.012729 -0.373637 1.0 -0.3 -0.2
```
Positions in Å, forces in eV/Å.

***

2.
DFT (ωB97M-V/def2-TZVPD) results for an isolated molecule of C4H6N4 at a distorted geometry.

Relative energy (zero: lowest compared OMol25 entry of this formula, charge and spin): 103.6 kcal per mole
Gap between HOMO and LUMO: 0.3715 Ha
SMILES: [H]/N=C1/CN=CN1/C=N/[H]

The geometry in XYZ format:
```
14
Properties=species:S:1:pos:R:3:forces:R:3
H -1.236570 -1.424346 1.388174 0.9 -0.8 -0.5
N -0.475248 -1.887979 0.841291 1.8 1.3 -0.6
C 0.257453 -1.013359 0.211061 -2.3 -0.3 -1.7
C 1.347142 -1.174999 -0.897117 1.1 -2.6 2.2
N 1.174816 0.056801 -1.952196 0.6 -2.1 3.5
C 0.580253 0.899052 -1.206900 -2.0 -2.3 0.9
N -0.088711 0.349933 0.051025 3.9 0.9 -3.4
C -0.942989 0.998293 0.822790 -1.1 -3.4 2.7
N -1.097981 2.230315 0.837561 -4.2 2.6 1.1
H -2.077705 2.544151 1.355180 3.6 -1.2 -1.2
H 1.253731 -2.473132 -1.163158 0.7 4.5 0.0
H 2.355092 -0.957503 -0.175254 -2.3 -0.8 -2.6
H 0.236656 1.837063 -1.582976 0.0 0.7 0.3
H -1.285939 0.015710 1.470522 -0.7 3.5 -0.5
```
Positions in Å, forces in eV/Å.

***

3.
DFT (ωB97M-V/def2-TZVPD) results for a cluster of 6 separate species, C10H34NO7 in total at a distorted geometry.

Relative energy (zero: lowest compared OMol25 entry of this formula, charge and spin): 19.0 kcal per mole
Net charge: +1
Gap between HOMO and LUMO: 0.3856 Ha

The geometry in XYZ format:
```
52
Properties=species:S:1:pos:R:3:forces:R:3
N -0.548753 -0.140590 0.182401 -0.3 0.4 -0.2
H -0.289923 -1.116460 0.210661 0.1 -0.7 -0.4
H -0.459173 0.277590 -0.732589 0.5 0.1 -0.9
H 0.016887 0.388160 0.830911 0.3 0.4 0.7
H -1.525493 -0.040070 0.419011 -0.5 0.0 0.4
C -1.793003 2.849070 -1.525719 -0.9 1.2 -0.1
C -0.896273 2.446850 -2.644449 -1.3 1.0 0.3
O 0.062537 1.702190 -2.009149 2.1 -1.7 0.2
H -1.227443 3.305640 -0.713449 0.1 -0.2 0.1
H -2.375723 2.000350 -1.167629 -0.1 0.1 0.1
H -2.434433 3.638340 -1.917799 -0.5 -0.1 0.3
H -0.442423 3.330140 -3.093809 -0.1 0.0 -0.4
H -1.507273 1.879080 -3.346179 0.3 -0.1 -0.5
H 0.794917 1.597250 -2.620879 0.4 -0.4 0.1
C 3.415697 -1.445480 0.748861 1.0 -0.6 0.3
C 3.209327 -0.219270 -0.097129 -0.8 0.6 0.5
O 3.258557 -0.495820 -1.480339 0.1 0.0 0.0
H 3.343137 -1.290490 1.825341 -0.4 0.3 0.0
H 4.441447 -1.801360 0.652501 0.1 -0.1 -0.3
H 2.785147 -2.287670 0.463851 -0.2 0.2 -0.1
H 3.878867 0.604360 0.150761 0.4 -0.1 0.1
H 2.220857 0.195060 0.101231 -0.2 0.0 -0.1
H 4.187477 -0.559380 -1.714169 0.1 -0.2 -0.3
C 1.015377 3.192050 1.515461 -1.1 -1.1 -0.1
C 1.662767 2.093840 2.381031 0.7 2.0 -0.8
O 0.961067 0.875300 2.265611 -0.1 -0.1 -0.1
H -0.060623 3.102730 1.664941 -0.2 0.7 0.7
H 1.019067 3.005090 0.441621 0.9 -0.3 -0.2
H 1.428357 4.184150 1.697901 -0.2 -0.2 0.2
H 1.718697 2.465320 3.404241 -0.2 -0.3 0.2
H 2.683877 2.068380 2.000521 0.3 -0.8 0.2
H 1.299367 0.237330 2.898181 0.1 0.0 0.1
C -3.644573 0.335990 2.032561 -0.7 0.3 -1.5
C -3.368343 -1.136750 1.728531 0.6 -0.3 0.3
O -3.125943 -1.412140 0.333491 -0.4 1.3 0.0
O -2.566343 1.171280 1.606671 0.5 -0.7 0.0
H -3.959363 0.581450 3.046841 0.4 -0.6 0.3
H -4.538313 0.514850 1.434781 -0.1 0.5 -0.3
H -4.269223 -1.657220 2.053541 0.2 -0.2 0.2
H -2.471553 -1.499490 2.230821 -0.2 0.0 0.6
H -3.072803 -2.357030 0.172401 -0.1 -0.1 0.3
H -2.768413 2.106930 1.533651 -0.5 -0.1 0.1
C 0.853617 -3.521050 -2.351439 -0.4 0.8 -0.2
C -0.437933 -3.433840 -1.512259 1.0 0.2 -1.6
O -0.105033 -2.835130 -0.290809 -0.1 0.1 1.4
O 1.370587 -2.192320 -2.656469 -1.0 -1.7 -0.1
H 0.605977 -4.043030 -3.275729 0.2 0.3 -0.2
H 1.597447 -4.134650 -1.843209 0.2 0.0 0.2
H -0.911723 -4.403100 -1.356849 0.0 -0.1 -0.1
H -1.103923 -2.757240 -2.047769 -0.2 -0.1 0.1
H 0.273687 -3.535550 0.245451 0.2 0.1 0.3
H 1.799277 -1.833640 -1.875979 0.4 0.1 0.1
```
Positions in Å, forces in eV/Å.

***

4.
DFT (ωB97M-V/def2-TZVPD) results for an isolated molecule of C19H22N2O5S.

Relative energy (zero: lowest compared OMol25 entry of this formula, charge and spin): 44.9 kcal per mole
Gap between HOMO and LUMO: 0.3314 Ha
SMILES: COc1ccc(S(=O)(=O)NC[C@@H]2CCCO2)cc1NC(=O)c1ccccc1

The geometry in XYZ format:
```
49
Properties=species:S:1:pos:R:3:forces:R:3
C -3.678937 -4.160569 0.552725 -0.1 -0.2 0.0
O -3.258801 -2.827599 0.371752 0.4 0.4 -0.1
C -1.920659 -2.578125 0.230387 0.1 0.1 0.0
C -0.926921 -3.542645 0.268637 -0.2 0.0 0.0
C 0.403060 -3.177247 0.106808 0.2 0.0 0.0
C 0.722946 -1.854089 -0.096087 0.5 -0.1 0.0
S 2.423162 -1.380319 -0.372052 -0.2 -0.1 0.6
O 2.578733 -0.991274 -1.740815 -0.1 0.4 0.0
O 3.276197 -2.416221 0.148382 -0.3 0.1 0.2
N 2.547229 -0.024081 0.611329 -0.1 -0.9 -0.4
C 3.132259 1.163354 0.032790 0.5 0.4 -0.6
C 4.650998 1.048154 -0.188649 -0.3 -0.3 0.1
C 5.451517 1.043634 1.125349 0.0 0.1 -0.2
C 5.947993 2.485135 1.225296 -0.1 0.0 -0.3
C 6.136435 2.830177 -0.249168 0.3 0.2 0.2
O 5.088821 2.175424 -0.935638 -0.2 0.0 0.0
C -0.247712 -0.871190 -0.138276 -0.3 0.1 0.0
C -1.578507 -1.219725 0.033100 0.3 -0.2 0.0
N -2.626297 -0.305212 0.011002 -0.4 -0.2 0.0
C -2.562282 1.061098 -0.023192 -0.1 -0.2 0.0
O -1.528955 1.695952 -0.013079 0.1 0.1 0.0
C -3.901027 1.719988 -0.048386 -0.2 0.3 0.0
C -4.009168 2.982381 0.529119 0.1 -0.1 0.0
C -5.218527 3.651127 0.530491 0.0 0.0 0.0
C -6.329214 3.072122 -0.061282 0.0 0.0 0.0
C -6.223588 1.827272 -0.659974 -0.1 0.0 0.0
C -5.017539 1.149429 -0.653796 0.1 0.0 0.1
H -4.764282 -4.117035 0.629552 0.1 -0.1 0.0
H -3.267968 -4.587816 1.471800 0.0 0.0 0.0
H -3.400127 -4.786412 -0.299777 0.0 0.0 0.0
H -1.172131 -4.580864 0.422507 -0.1 -0.1 0.0
H 1.192409 -3.909926 0.139240 0.1 -0.2 0.0
H 2.975384 -0.298504 1.483181 0.0 -0.2 0.2
H 2.659558 1.308060 -0.938870 0.0 0.2 0.1
H 2.901694 2.018927 0.673102 0.0 0.0 0.0
H 4.826832 0.134427 -0.773013 0.0 0.2 0.1
H 6.293876 0.355718 1.051452 0.0 0.0 0.1
H 4.839500 0.751193 1.976918 0.0 -0.1 0.1
H 5.181288 3.124087 1.664618 0.0 0.1 0.0
H 6.866523 2.583420 1.798987 0.0 0.0 0.1
H 7.108387 2.460262 -0.608487 -0.1 0.1 0.0
H 6.062385 3.897683 -0.465126 0.1 -0.1 0.0
H 0.030895 0.156515 -0.292833 -0.1 0.1 0.0
H -3.536967 -0.735189 0.101109 0.1 0.2 0.0
H -3.128866 3.421329 0.973668 0.1 0.0 0.0
H -5.295428 4.626118 0.987894 0.0 0.1 0.0
H -7.274933 3.593387 -0.064916 -0.1 0.0 0.0
H -7.084963 1.383601 -1.137233 -0.1 0.0 0.0
H -4.946856 0.192880 -1.152291 0.0 -0.1 0.0
```
Positions in Å, forces in eV/Å.

***

Per-record HOMO level, eV: -9.425; -9.440; -12.786; -8.555